Record 1
Here is a 10-piece molecular cluster, C28H30BrCl27F9N2O5S overall from the Open Molecules 2025 dataset. Energies are from ωB97M-V/def2-TZVPD.

ORCA input file:
```
! wB97M-V def2-TZVPD RIJCOSX def2/J DEFGRID3
* xyz 1 1
C -1.503 1.541 6.519
C -2.668 0.681 6.043
C -2.309 -0.149 4.813
C -3.546 -0.818 4.151
C -3.855 -2.189 4.756
C -3.372 -0.872 2.653
C -3.134 -2.069 1.999
C -2.958 -2.164 0.617
C -2.773 -3.542 0.004
C -3.549 -4.569 0.809
O -3.088 -5.408 1.499
Br -5.466 -4.343 0.631
C -2.969 -0.984 -0.099
S -2.584 -1.225 -1.864
O -1.589 -2.248 -1.889
O -3.841 -1.355 -2.528
C -1.626 0.151 -2.737
F -1.289 -0.470 -3.867
F -2.412 1.178 -3.054
C -0.349 0.643 -1.964
F -0.362 1.986 -2.022
F -0.468 0.286 -0.663
C 1.065 0.220 -2.486
F 1.909 0.875 -1.650
F 1.213 0.695 -3.725
C 1.509 -1.274 -2.435
F 0.971 -1.972 -3.426
F 1.167 -1.803 -1.259
F 2.836 -1.313 -2.544
N -3.266 0.193 0.516
C -3.478 1.405 -0.290
C -4.822 1.366 -1.013
N -5.924 1.074 -0.482
C -3.458 0.269 1.863
C -3.781 1.602 2.483
O -2.669 2.495 2.580
O -1.520 1.863 1.970
H -0.615 0.934 6.696
H -1.265 2.319 5.792
H -1.757 2.040 7.454
H -3.532 1.318 5.832
H -2.967 0.008 6.850
H -1.754 0.460 4.094
H -1.628 -0.946 5.122
H -4.397 -0.181 4.406
H -4.338 -2.062 5.723
H -2.943 -2.766 4.919
H -4.515 -2.791 4.132
H -3.072 -2.981 2.576
H -3.189 -3.568 -1.003
H -1.725 -3.835 -0.019
H -3.473 2.264 0.369
H -2.644 1.577 -0.947
H -4.828 1.629 -2.067
H -5.853 0.796 0.499
H -4.189 1.447 3.478
H -4.549 2.117 1.902
H -0.848 2.526 2.187
C -5.249 -5.946 6.008
Cl -6.002 -5.870 7.591
Cl -6.130 -4.976 4.823
Cl -3.573 -5.383 6.073
H -5.251 -6.974 5.672
C 3.144 -4.724 -1.448
Cl 3.556 -5.718 -2.842
Cl 1.485 -5.034 -0.921
Cl 4.284 -4.974 -0.129
H 3.215 -3.687 -1.748
C 3.747 3.494 -2.728
Cl 5.445 3.550 -2.258
Cl 2.866 4.883 -2.084
Cl 3.578 3.382 -4.476
H 3.319 2.603 -2.292
C 8.917 3.817 -0.392
Cl 9.076 2.062 -0.421
Cl 8.948 4.422 1.266
Cl 10.161 4.584 -1.373
H 7.953 4.075 -0.808
C -8.788 -2.137 3.556
Cl -9.371 -3.792 3.661
Cl -8.487 -1.463 5.155
Cl -7.320 -2.057 2.563
H -9.547 -1.537 3.073
C 5.361 3.157 -8.443
Cl 6.026 1.753 -9.268
Cl 3.789 2.783 -7.727
Cl 6.480 3.758 -7.217
H 5.216 3.939 -9.174
C 5.717 5.729 3.222
Cl 4.637 7.111 3.045
Cl 5.961 5.327 4.920
Cl 5.107 4.335 2.327
H 6.676 5.996 2.799
C 6.720 -3.869 -2.830
Cl 8.418 -3.959 -2.379
Cl 5.991 -2.374 -2.223
Cl 6.513 -3.998 -4.574
H 6.204 -4.700 -2.368
C 7.875 4.464 -11.399
Cl 8.377 2.942 -12.126
Cl 8.790 5.816 -12.054
Cl 6.136 4.722 -11.620
H 8.068 4.409 -10.335
*
```

Results
Electronic energy, eV: -486168.9919

***

Record 2
Here is C28H30BrCrGeN5O3Se as an isolated structure from the Open Molecules 2025 dataset. Energies are from ωB97M-V/def2-TZVPD.

ORCA input file:
```
! wB97M-V def2-TZVPD RIJCOSX def2/J DEFGRID3
* xyz 1 4
Cr 0.466 1.271 1.672
O -2.807 3.420 2.641
C -1.876 2.829 2.131
N -0.717 2.410 2.693
C -0.259 2.767 3.985
C -0.856 3.659 4.863
C -0.240 3.906 6.086
C 0.944 3.276 6.431
C 1.553 2.383 5.554
C 0.950 2.139 4.334
N 1.391 1.206 3.364
C 1.915 -0.002 3.706
O 2.750 -0.273 4.538
C 1.143 -1.109 2.999
C 1.307 -2.438 3.319
C 0.371 -3.353 2.850
C -0.704 -2.904 2.102
C -0.792 -1.553 1.798
N 0.126 -0.686 2.218
C -1.883 2.570 0.632
C -2.859 3.132 -0.167
C -2.710 3.062 -1.545
C -1.586 2.450 -2.076
C -0.672 1.875 -1.213
N -0.830 1.911 0.113
H -1.789 4.133 4.603
H -0.701 4.601 6.775
H 1.406 3.478 7.388
H 2.478 1.886 5.808
H 2.129 -2.716 3.965
H 0.464 -4.402 3.095
H -1.472 -3.578 1.753
H -1.608 -1.157 1.213
H -3.682 3.642 0.314
H -3.448 3.510 -2.197
H -1.413 2.411 -3.142
H 0.212 1.376 -1.588
O 5.259 0.213 -2.101
C 4.190 0.303 -1.310
C 3.353 -0.777 -1.017
C 2.281 -0.571 -0.182
N 2.005 0.626 0.357
C 2.811 1.644 0.052
Br 2.281 3.277 0.842
C 3.911 1.557 -0.762
H 5.382 -0.685 -2.432
H 3.537 -1.758 -1.433
H 1.602 -1.376 0.072
H 4.538 2.409 -0.974
C -0.852 -4.405 -5.544
Ge -0.833 -2.698 -4.603
C -2.197 -1.480 -5.280
C 0.939 -1.863 -4.677
C -1.190 -3.025 -2.689
Se -1.268 -1.351 -1.677
C -3.187 -1.264 -1.390
H -0.662 -4.266 -6.608
H -1.822 -4.890 -5.434
H -0.088 -5.074 -5.147
H -1.942 -1.137 -6.283
H -2.274 -0.607 -4.630
H -3.170 -1.969 -5.327
H 1.079 -1.311 -5.606
H 1.723 -2.618 -4.609
H 1.053 -1.160 -3.849
H -0.403 -3.635 -2.246
H -2.133 -3.546 -2.526
H -3.703 -1.239 -2.347
H -3.396 -0.342 -0.849
H -3.523 -2.116 -0.804
*
```

Results
<S²>: 3.78
Electronic energy, eV: -263439.4387

***

Record 3
Here is a 5-piece molecular cluster, C28H30N4O10 overall from the Open Molecules 2025 dataset. Energies are from ωB97M-V/def2-TZVPD.

ORCA input file:
```
! wB97M-V def2-TZVPD RIJCOSX def2/J DEFGRID3
* xyz 0 1
C 0.752 0.660 0.328
C -0.109 -0.412 0.249
C -0.355 -1.114 1.412
C 0.041 -0.669 2.672
C 0.839 0.433 2.763
C 1.246 1.048 1.618
N -0.320 -1.434 3.879
O 0.447 -1.451 4.795
O -1.406 -1.979 3.893
H 0.971 1.262 -0.542
H -0.625 -0.619 -0.677
H -1.072 -1.922 1.441
H 1.091 0.692 3.781
H 1.916 1.892 1.690
C 1.396 -3.876 -0.490
C 0.457 -3.371 -1.318
C -0.808 -3.983 -1.541
C -1.117 -5.129 -0.823
C -0.117 -5.683 -0.005
C 1.147 -5.050 0.204
N -2.423 -5.837 -0.994
O -3.258 -5.353 -1.774
O -2.642 -6.869 -0.365
H 2.310 -3.330 -0.312
H 0.449 -2.401 -1.793
H -1.506 -3.600 -2.270
H -0.354 -6.645 0.425
H 1.878 -5.439 0.897
C -0.484 -1.484 -6.637
C 0.042 -0.246 -6.953
C 0.133 0.813 -6.069
C -0.325 0.572 -4.792
C -0.964 -0.642 -4.484
C -1.072 -1.629 -5.394
N -0.155 1.612 -3.756
O -0.622 1.376 -2.642
O 0.518 2.574 -3.991
H -0.469 -2.318 -7.324
H 0.401 -0.220 -7.972
H 0.530 1.793 -6.288
H -1.251 -0.769 -3.451
H -1.509 -2.586 -5.150
C -4.152 -2.671 0.496
C -4.070 -2.075 1.767
C -3.750 -0.719 1.855
C -3.492 0.128 0.720
C -3.467 -0.527 -0.546
C -3.848 -1.879 -0.635
N -3.246 1.602 0.841
O -3.278 2.126 1.989
O -3.127 2.237 -0.185
H -4.411 -3.719 0.524
H -4.271 -2.505 2.737
H -3.634 -0.296 2.842
H -3.327 0.120 -1.399
H -3.919 -2.234 -1.653
C 5.400 6.762 1.243
O 4.582 6.368 2.365
C 4.294 5.014 2.458
C 3.248 4.974 3.609
O 2.711 3.662 3.808
C 1.698 3.560 4.793
H 4.843 6.781 0.307
H 6.281 6.129 1.137
H 5.689 7.797 1.427
H 5.118 4.394 2.811
H 3.970 4.531 1.536
H 2.464 5.681 3.338
H 3.702 5.377 4.514
H 1.866 4.281 5.593
H 1.710 2.563 5.233
H 0.814 3.870 4.236
*
```

Results
Structure (SMILES): O=[N+]([O-])c1ccccc1.O=[N+]([O-])c1ccccc1.O=[N+]([O-])c1ccccc1.O=[N+]([O-])c1ccccc1.COCCOC
Electronic energy, eV: -55944.2234

***

no.,maximum force (eV/Å)
1,0.5
2,0.4
3,3.7